Here is a structure of composition C23H22IrNO3PS3 from OMol25. Energies are from wB97M-V/def2-TZVPD.

Each line ends with the natural charge from an NBO analysis.
CARTESIAN COORDINATES (ANGSTROEM)
Ir 0.20 1.37 0.53  0.630
O 1.89 2.23 1.82  -0.608
N 1.87 3.46 2.25  0.025
C 2.89 3.87 3.02  0.025
C 2.97 5.13 3.54  -0.290
C 1.94 6.03 3.25  -0.192
C 0.92 5.63 2.44  -0.233
C 0.87 4.33 1.90  0.014
S -0.37 3.84 0.83  -0.100
H 3.64 3.10 3.20  0.227
H 3.81 5.40 4.17  0.218
H 1.96 7.03 3.66  0.210
H 0.11 6.29 2.18  0.227
O -1.94 0.17 4.14  -0.678
C -1.52 0.15 2.99  0.800
O -1.34 1.15 2.22  -0.772
C -1.20 -1.24 2.37  -0.859
P -0.58 -0.98 0.66  1.066
C 0.31 -2.54 0.31  -0.271
C 1.45 -2.48 -0.48  -0.213
C 2.19 -3.62 -0.74  -0.208
C 1.80 -4.84 -0.20  -0.212
C 0.66 -4.90 0.59  -0.231
C -0.09 -3.76 0.84  -0.216
C -2.14 -1.17 -0.29  -0.249
C -3.07 -0.14 -0.19  -0.196
C -4.28 -0.23 -0.87  -0.204
C -4.57 -1.35 -1.64  -0.215
C -3.64 -2.37 -1.74  -0.228
C -2.42 -2.28 -1.07  -0.242
H -2.12 -1.83 2.36  0.244
H -0.46 -1.76 2.97  0.250
H 1.78 -1.52 -0.88  0.255
H 3.08 -3.56 -1.35  0.209
H 2.38 -5.73 -0.39  0.204
H 0.35 -5.85 1.01  0.206
H -0.98 -3.84 1.45  0.215
H -2.85 0.73 0.41  0.250
H -4.99 0.58 -0.80  0.208
H -5.51 -1.42 -2.17  0.202
H -3.86 -3.25 -2.34  0.203
H -1.70 -3.08 -1.18  0.217
C 2.55 -0.24 -3.29  -0.646
C 1.56 0.45 -2.37  -0.234
S 2.22 0.90 -0.83  -0.103
C 0.30 0.70 -2.73  -0.223
C -0.29 0.34 -4.07  -0.638
S -0.82 1.56 -1.70  -0.103
H 3.51 -0.34 -2.79  0.217
H 2.70 0.33 -4.21  0.208
H 2.20 -1.24 -3.56  0.208
H 0.45 -0.09 -4.74  0.204
H -0.70 1.24 -4.54  0.210
H -1.11 -0.37 -3.94  0.215

## Properties
- Energy relative to the best compared isomer or geometry (same formula, charge and spin): 55.6 kcal per mole
- Total charge: -1
- E: -76476.2028 eV
- Max |F|: 0.037 Eh/bohr
- HOMO-LUMO gap: 6.123 eV
- HOMO energy: -0.12561 Eh

***

Here is a structure of composition C41H58P2PdSSiTe from OMol25. Energies are from wB97M-V/def2-TZVPD.

Each line ends with the Mulliken charge.
CARTESIAN COORDINATES (ANGSTROEM)
Pd 0.21 -0.03 -0.10  -1.570
C -0.69 -1.41 3.23  -1.238
Si -0.09 0.06 2.27  0.945
C 1.65 0.49 2.80  0.115
C 1.80 0.91 4.12  -0.428
C 3.04 1.25 4.62  -1.009
C 4.16 1.15 3.81  -0.860
C 4.03 0.71 2.50  -0.478
C 2.78 0.37 1.99  0.618
P 2.55 -0.13 0.26  -0.021
C 3.88 0.63 -0.74  0.228
C 3.40 0.99 -2.15  0.111
C 4.48 1.79 -2.89  -0.777
C 5.79 1.01 -2.94  -0.745
C 6.25 0.59 -1.55  -0.960
C 5.16 -0.21 -0.83  -1.034
C 2.76 -1.96 0.16  0.948
C 2.31 -2.44 -1.24  -0.535
C 2.11 -3.98 -1.28  -0.915
C 2.84 -4.66 -0.13  -0.760
C 2.30 -4.19 1.23  -1.143
C 1.93 -2.70 1.21  -0.295
C -1.39 1.42 2.34  1.418
C -2.29 1.45 3.40  -0.815
C -3.34 2.37 3.42  -1.134
C -3.51 3.24 2.36  -0.912
C -2.62 3.23 1.29  -0.144
C -1.57 2.32 1.28  -0.338
P -0.40 2.25 -0.10  0.338
C 0.76 3.66 0.09  0.564
C 1.86 3.36 1.12  0.766
C 2.51 4.65 1.65  -1.137
C 2.48 5.75 0.60  -0.772
C 1.03 6.13 0.27  -0.955
C 0.05 4.97 0.47  -0.966
C -1.27 2.38 -1.72  2.060
C -0.47 1.59 -2.78  -0.328
C -1.14 1.61 -4.15  -1.103
C -1.40 3.03 -4.62  -0.795
C -2.23 3.78 -3.59  -0.891
C -1.54 3.81 -2.23  -0.670
H -0.71 -1.12 4.28  0.445
H -1.69 -1.72 2.93  0.348
H -0.02 -2.27 3.15  0.488
H 0.93 1.02 4.76  0.418
H 3.14 1.60 5.64  0.480
H 5.14 1.41 4.19  0.469
H 4.92 0.64 1.88  0.337
H 4.11 1.57 -0.22  1.194
H 3.18 0.08 -2.71  0.438
H 2.47 1.57 -2.09  -1.032
H 4.14 2.02 -3.89  0.459
H 4.64 2.74 -2.36  0.327
H 5.67 0.13 -3.57  0.336
H 6.56 1.63 -3.41  0.427
H 7.15 -0.03 -1.62  0.450
H 6.51 1.47 -0.96  0.365
H 4.95 -1.12 -1.40  0.345
H 5.51 -0.53 0.16  0.493
H 3.82 -2.19 0.31  0.969
H 1.36 -1.96 -1.50  -0.327
H 3.03 -2.13 -2.00  0.319
H 1.05 -4.21 -1.22  0.371
H 2.46 -4.36 -2.23  0.450
H 2.73 -5.74 -0.21  0.476
H 3.91 -4.45 -0.21  0.327
H 1.42 -4.77 1.49  0.434
H 3.05 -4.38 2.00  0.330
H 0.87 -2.59 0.94  -0.026
H 2.07 -2.26 2.20  0.194
H -2.19 0.76 4.23  0.394
H -4.02 2.38 4.25  0.442
H -4.33 3.95 2.36  0.510
H -2.77 3.91 0.47  0.261
H 1.21 3.77 -0.91  0.730
H 1.44 2.80 1.95  -0.437
H 2.62 2.73 0.65  -0.489
H 1.97 4.99 2.54  0.404
H 3.53 4.43 1.97  0.564
H 3.02 6.63 0.95  0.540
H 3.00 5.41 -0.30  0.272
H 0.71 6.96 0.91  0.464
H 0.96 6.49 -0.76  0.315
H -0.27 4.89 1.52  0.431
H -0.84 5.15 -0.12  0.199
H -2.24 1.88 -1.55  -0.455
H 0.53 2.03 -2.86  0.268
H -0.34 0.55 -2.47  -0.267
H -0.51 1.08 -4.86  0.442
H -2.09 1.06 -4.09  0.347
H -0.44 3.55 -4.77  0.338
H -1.91 3.02 -5.58  0.463
H -2.41 4.81 -3.92  0.481
H -3.21 3.30 -3.49  0.323
H -0.59 4.35 -2.32  0.411
H -2.17 4.35 -1.52  0.018
Te -2.18 -0.93 -0.30  0.296
C -3.96 0.04 -0.33  -0.048
C -4.67 0.52 0.75  -0.227
C -5.89 1.11 0.37  -0.733
C -6.08 1.07 -0.99  -0.452
S -4.79 0.33 -1.81  -0.084
H -4.32 0.44 1.77  0.700
H -6.61 1.53 1.06  0.464
H -6.93 1.44 -1.54  0.433

## Properties
- Total charge: +2
- E: -91510.9859 eV
- Max |F|: 0.024 Eh/bohr
- HOMO-LUMO gap (alpha / beta): 5.623 / 5.246 eV
- HOMO energy (alpha / beta): -0.49097 / -0.48565 Eh

***

Here is a cluster of 12 separate species, CH23O14 in total from OMol25. Energies are from wB97M-V/def2-TZVPD.

Each line ends with the natural charge from an NBO analysis.
CARTESIAN COORDINATES (ANGSTROEM)
C -0.07 -0.13 -0.03  0.961
O -0.33 1.02 0.26  -0.813
O -0.45 -0.63 -1.20  -0.716
O 0.58 -0.87 0.77  -0.807
H -0.80 -0.16 -1.78  0.490
O -2.52 -2.64 -0.34  -0.923
H -2.61 -3.65 0.27  0.457
H -1.64 -2.53 -0.44  0.466
O -0.06 -1.29 3.27  -1.027
H -0.20 -0.27 3.54  0.492
H -0.01 -1.35 2.30  0.499
O -1.62 1.37 -3.42  -0.942
H -2.35 1.13 -3.93  0.478
H -1.08 1.95 -4.00  0.490
O 1.33 2.08 2.30  -0.940
H 1.35 1.32 2.78  0.456
H 1.11 1.78 1.46  0.477
O -0.72 3.09 -1.41  -0.992
H -0.53 2.44 -0.82  0.479
H -1.27 2.58 -2.16  0.472
O -1.63 1.12 3.50  -0.930
H -2.27 1.19 3.98  0.425
H -2.10 1.01 2.63  0.499
O 1.56 0.58 -2.86  -0.958
H 1.33 0.33 -1.83  0.475
H 1.94 1.42 -2.54  0.476
O 1.15 -2.50 -2.62  -0.973
H 1.35 -1.73 -3.29  0.473
H 0.62 -1.95 -1.97  0.483
O 3.15 -3.23 0.77  -0.973
H 2.60 -2.75 0.17  0.498
H 3.16 -2.91 1.71  0.475
O -2.96 1.51 0.98  -1.008
H -3.24 2.43 0.89  0.477
H -2.05 1.35 0.54  0.515
O 3.28 -0.35 0.54  -0.943
H 3.59 -0.50 1.38  0.458
H 2.40 -0.28 0.56  0.474

## Properties
- Energy relative to the best compared isomer or geometry (same formula, charge and spin): 143.5 kcal per mole
- Total charge: -1
- E: -30074.7260 eV
- Max |F|: 0.295 Eh/bohr
- HOMO-LUMO gap: 9.032 eV
- HOMO energy: -0.25187 Eh